(1)
{"formula": "C8H4ClN2O4SeTa", "method": "wB97M-V/def2-TZVPD", "total_charge": 2, "gap_ev": [4.77, 4.77], "homo_ha": [-0.5959, -0.5960], "mol_weight_da": 487.5, "energy_ha": -3635.49380, "relative_energy_kj_mol": 381.56, "species": ["Ta", "O", "C", "C", "C", "C", "C", "C", "C", "O", "N", "O", "O", "H", "H", "H", "H", "Se", "C", "N", "Cl"], "coordinates": [[9.94142, 2.59058, 5.04610], [11.71137, 1.67115, 5.23139], [12.61427, 2.34996, 6.05435], [12.35426, 2.87258, 7.30752], [13.42004, 3.08169, 8.21235], [13.04510, 3.01208, 9.52755], [11.68705, 2.88377, 9.90612], [10.62903, 2.72205, 9.04491], [11.03020, 2.99779, 7.71840], [10.02331, 3.26245, 6.78822], [14.11066, 2.27986, 10.21842], [15.26464, 2.12831, 9.74354], [13.76063, 2.04330, 11.37113], [13.53988, 2.51210, 5.55779], [14.46559, 3.33126, 7.91892], [11.39037, 3.09831, 10.89070], [9.61184, 2.69082, 9.44508], [5.25991, 1.83536, 4.14588], [6.86161, 2.63963, 4.55556], [8.00546, 3.02025, 4.65465], [10.19878, 2.59928, 2.72953]], "forces_ev_per_a": [[-2.55, 0.27, -4.45], [0.79, 1.93, 2.72], [-1.81, -0.63, -1.80], [0.54, 0.75, -2.09], [-0.08, 0.92, -0.38], [0.98, -1.93, -2.65], [0.74, 0.18, 0.46], [0.53, 1.73, -1.98], [-3.83, -1.28, 1.98], [1.92, -0.29, 0.94], [2.58, 1.82, 3.72], [-3.47, 0.15, 0.62], [0.73, -0.85, -1.02], [1.09, -0.49, -0.10], [-0.80, -1.03, 0.18], [0.22, -0.52, 1.67], [0.29, 0.13, -0.55], [3.83, 2.20, 1.19], [-4.57, -2.27, -1.71], [2.37, -1.27, 1.77], [0.48, 0.47, 1.49]], "nbo_charge": [2.442, -0.724, 0.417, -0.302, -0.011, 0.014, 0.017, -0.243, 0.441, -0.720, 0.488, -0.317, -0.289, 0.247, 0.316, 0.278, 0.291, 0.451, 0.205, -0.802, -0.201]}


(2)
{"formula": "C8H4F5NO2PtS", "method": "wB97M-V/def2-TZVPD", "gap_ev": 7.82, "homo_ha": -0.3082, "mol_weight_da": 468.3, "energy_ha": -1529.30328, "species": ["Pt", "N", "C", "C", "O", "O", "H", "H", "H", "H", "F", "C", "C", "F", "C", "F", "C", "S", "C", "F", "C", "F"], "coordinates": [[0.02659, 0.04170, 0.04998], [-0.61434, 0.66734, 1.83160], [-2.06388, 0.34335, 1.93551], [-2.71948, 0.56354, 0.56397], [-3.84635, 0.98475, 0.47481], [-1.93877, 0.22241, -0.41720], [-0.08093, 0.26955, 2.59949], [-0.47547, 1.67645, 1.83946], [-2.56248, 0.93825, 2.69888], [-2.14643, -0.71338, 2.18519], [4.22803, -1.94482, -4.68652], [3.77266, -1.54460, -3.50014], [2.44581, -1.18858, -3.34780], [1.60905, -1.23678, -4.38107], [2.01360, -0.78294, -2.10079], [0.68429, -0.41500, -1.97976], [2.81986, -0.70591, -0.98568], [2.23339, -0.14943, 0.56853], [4.15173, -1.06974, -1.17333], [4.99915, -1.02054, -0.14482], [4.62695, -1.48163, -2.40528], [5.90409, -1.82205, -2.55149]], "forces_ev_per_a": [[0.01, 0.18, -0.31], [0.09, -0.10, -0.01], [-0.27, 0.07, 0.08], [0.11, -0.04, 0.10], [-0.04, -0.11, 0.04], [-0.04, 0.10, -0.30], [-0.03, 0.04, 0.00], [0.01, -0.05, 0.10], [0.12, 0.03, 0.01], [-0.02, 0.01, 0.00], [-0.03, 0.03, 0.10], [0.09, -0.01, 0.01], [-0.09, 0.01, -0.03], [0.03, 0.01, 0.06], [0.03, 0.00, -0.05], [-0.06, -0.18, 0.09], [0.04, 0.08, 0.07], [0.17, -0.03, 0.18], [0.01, -0.04, -0.10], [-0.02, 0.01, -0.02], [-0.09, 0.01, -0.02], [-0.02, 0.00, 0.00]], "nbo_charge": [0.778, -0.696, -0.354, 0.754, -0.596, -0.750, 0.414, 0.412, 0.224, 0.231, -0.279, 0.255, 0.286, -0.276, 0.286, -0.299, -0.274, -0.174, 0.308, -0.287, 0.326, -0.287]}


(3)
{"formula": "C8H4FeN2O5", "method": "wB97M-V/def2-TZVPD", "total_charge": 3, "gap_ev": [9.48, 6.50], "homo_ha": [-0.8113, -0.8525], "mol_weight_da": 264.0, "energy_ha": -2055.28513, "s_squared": 8.785, "spin_multiplicity": 6, "species": ["O", "C", "Fe", "O", "C", "C", "O", "C", "O", "C", "O", "N", "C", "C", "C", "N", "H", "H", "H", "H"], "coordinates": [[-0.27202, 2.14667, -4.11954], [-0.19795, 1.62436, -3.11759], [-0.09160, 0.64112, -1.22647], [2.77940, -0.34616, -1.70613], [1.69377, 0.00021, -1.48969], [-1.86138, 1.14002, -0.69564], [-2.93048, 1.49428, -0.41383], [-0.81574, -1.01212, -1.88856], [-1.22086, -2.00307, -2.33498], [0.63328, 2.16243, -0.32346], [1.09064, 3.11288, 0.17575], [1.06205, -0.38597, 1.49261], [0.84921, -1.07778, 2.59610], [-0.43899, -1.56372, 2.50910], [-0.92999, -1.08324, 1.26021], [0.00444, -0.34532, 0.62356], [1.92956, 0.09000, 1.27865], [1.62602, -1.17075, 3.35339], [-1.00590, -2.17737, 3.20341], [-1.90347, -1.24646, 0.82312]], "forces_ev_per_a": [[0.19, -1.30, 2.50], [-0.24, 1.77, -3.38], [-0.10, 0.52, -1.30], [-5.13, 1.59, 1.07], [9.17, -3.07, -2.21], [-9.29, 3.32, 2.27], [5.21, -1.75, -1.31], [-3.33, -8.23, -4.11], [1.93, 4.69, 2.19], [3.86, 8.78, 4.30], [-2.42, -5.02, -2.56], [1.52, -0.20, 1.54], [3.01, 1.49, -0.47], [-2.79, -1.12, -0.06], [0.63, 1.22, -1.72], [-2.35, -2.61, 3.01], [0.23, 0.09, 0.03], [-0.16, -0.09, 0.04], [0.20, 0.02, 0.11], [-0.11, -0.10, 0.08]], "nbo_charge": [-0.227, 0.463, 0.821, -0.229, 0.440, 0.446, -0.229, 0.447, -0.231, 0.441, -0.231, -0.282, 0.177, 0.057, 0.037, -0.297, 0.466, 0.326, 0.322, 0.282]}